(1)
{"formula": "C6H13N2O", "method": "ωB97M-V with the def2-TZVPD basis set", "elements": ["C", "C", "C", "C", "C", "C", "N", "N", "O", "H", "H", "H", "H", "H", "H", "H", "H", "H", "H", "H", "H", "H"], "coordinates": [[-0.423, 1.096, -0.360], [-0.467, 1.103, -1.857], [-0.584, -0.341, 0.604], [-1.361, -1.463, -0.048], [1.259, 0.391, 1.933], [1.445, -1.667, 0.378], [-0.811, 2.238, -2.364], [0.775, -0.498, 0.914], [-0.369, 2.113, 0.271], [-0.477, 0.261, -2.445], [-1.142, 0.022, 1.576], [-1.347, -2.264, 0.591], [-0.892, -1.692, -0.926], [-2.288, -1.023, -0.202], [2.073, 0.879, 1.370], [0.593, 1.222, 2.230], [1.576, -0.194, 2.707], [1.069, -1.691, -0.691], [2.484, -1.613, 0.278], [1.026, -2.451, 0.941], [-0.699, 3.044, -1.733], [-1.440, 2.527, -3.167]], "homo_ha": -0.4371, "homo_lumo_gap_ev": 6.03, "mol_weight_g_mol": 129.2, "e_tot_ha": -420.79024, "smiles": "C[C@H](C(=O)C=[NH2+])N(C)C", "lumo_energy_ev": -5.863, "charge": 1}

(2)
{"formula": "C6H13N2O", "method": "ωB97M-V with the def2-TZVPD basis set", "elements": ["C", "C", "C", "C", "C", "C", "N", "N", "O", "H", "H", "H", "H", "H", "H", "H", "H", "H", "H", "H", "H", "H"], "coordinates": [[1.988, -0.292, -1.134], [2.445, -0.572, 0.173], [0.336, 0.387, 0.162], [-2.139, 0.469, -0.552], [-1.133, -1.709, 0.336], [-1.181, -0.172, 0.358], [0.837, 0.258, -1.201], [0.217, 1.889, 0.352], [1.355, -0.072, 1.077], [2.584, -0.692, -1.949], [2.522, -1.579, 0.327], [3.366, -0.140, 0.498], [-1.731, 0.531, -1.568], [-2.398, 1.595, -0.262], [-3.066, -0.157, -0.475], [-0.959, -2.146, -0.611], [-2.145, -2.077, 0.742], [-0.338, -1.971, 1.024], [-1.425, -0.022, 1.445], [0.036, 2.415, -0.480], [1.233, 1.982, 0.511], [-0.403, 2.076, 1.226]], "homo_ha": -0.5450, "homo_lumo_gap_ev": 11.44, "mol_weight_g_mol": 129.2, "e_tot_ha": -420.87082, "smiles": "CC(C)[C@]1([NH3+])N=CCO1", "lumo_energy_ev": -3.386, "charge": 1}